No. 1
Computed, not measured: a 2-piece molecular cluster, C30H35N3O3S overall in a non-equilibrium geometry, with wB97M-V/def2-TZVPD.

Results
HOMO-LUMO gap, eV: 5.048
LUMO, eV: -1.49
Energy, Eh: -1952.24999
Energy relative to the best compared isomer or geometry (same formula, charge and spin), eV: 1.3494

ORCA input file:
```
! wB97M-V def2-TZVPD RIJCOSX def2/J DEFGRID3
* xyz 0 1
C 2.75365 -3.88124 2.80105
N 2.30807 -2.53193 2.52072
C 1.51970 -1.83923 3.39762
O 0.99640 -2.29194 4.41151
C 1.36209 -0.42225 2.84006
C 2.13627 0.58833 3.69367
C 1.43821 0.77538 5.02665
C 0.21045 1.44720 5.07285
C -0.52532 1.46967 6.26281
C -0.01971 0.83634 7.40858
C 1.22308 0.18911 7.36711
C 1.95660 0.16953 6.17911
N 1.87853 -0.59079 1.48032
C 1.75547 0.36801 0.54057
C 2.57592 0.48591 -0.55125
C 2.44283 1.51058 -1.47593
C 3.18511 1.52586 -2.70774
C 3.44025 2.76126 -3.36427
C 4.09578 2.79423 -4.57924
C 4.41956 1.57946 -5.24706
N 5.02308 1.59930 -6.49307
C 6.27893 2.30124 -6.66617
C 4.77120 0.51169 -7.43247
C 4.11982 0.34413 -4.62580
C 3.56094 0.32015 -3.36089
C 2.72835 -1.77831 1.34338
C 4.22164 -1.43114 1.47277
C 2.45453 -2.59098 0.06400
H 2.64721 -4.09029 3.87121
H 2.17447 -4.62894 2.23953
H 3.80853 -3.99353 2.52825
H 0.28527 -0.17887 2.80546
H 3.16027 0.20212 3.84211
H 2.20682 1.54741 3.15809
H -0.17579 1.91404 4.15912
H -1.49793 1.96559 6.28732
H -0.59010 0.83820 8.33575
H 1.62046 -0.32145 8.24480
H 2.91333 -0.35457 6.12098
H 0.93403 1.06971 0.69079
H 3.37690 -0.24916 -0.69719
H 1.61448 2.23402 -1.41405
H 3.12998 3.68075 -2.86718
H 4.32888 3.75015 -5.05605
H 6.31037 3.18623 -6.01747
H 7.15364 1.66304 -6.43049
H 6.38173 2.60942 -7.71272
H 3.68786 0.37030 -7.53538
H 5.19250 0.78577 -8.40470
H 5.20981 -0.44366 -7.10010
H 4.37181 -0.59571 -5.12479
H 3.35243 -0.64351 -2.87853
H 4.42957 -0.98850 2.45662
H 4.81028 -2.35257 1.36970
H 4.55608 -0.72722 0.70502
H 1.41462 -2.94289 0.06588
H 2.59871 -1.98620 -0.83283
H 3.13989 -3.44948 0.01728
C -1.05328 5.69760 3.07825
C -1.42346 4.54536 2.37113
C -0.47759 3.86815 1.58228
C 0.81707 4.37995 1.48219
S 2.10589 3.55533 0.38882
O 2.45526 4.51790 -0.65987
O 3.15607 3.20155 1.34600
C 1.21269 5.47447 2.22662
C 0.27174 6.15786 3.01240
H -1.78322 6.21709 3.71414
H -2.44177 4.15192 2.45347
H -0.73437 2.93817 1.06788
H 2.25700 5.79255 2.22523
H 0.59654 7.02988 3.58334
*
```

=====

No. 2
Computed, not measured: a 2-piece molecular cluster, C5H11O2 overall in a non-equilibrium geometry, with wB97M-V/def2-TZVPD.

Results
HOMO-LUMO gap, eV: 7.452
LUMO, eV: 3.84
Energy, Eh: -347.59158
Energy relative to the best compared isomer or geometry (same formula, charge and spin), eV: 1.5805

ORCA input file:
```
! wB97M-V def2-TZVPD RIJCOSX def2/J DEFGRID3
* xyz -1 1
C 1.10788 1.58358 0.19705
C 1.67093 0.53994 -0.73655
C 0.65876 0.89663 1.41612
H 1.78610 2.43221 0.20932
H 0.24246 1.88679 -0.33182
H 1.76677 1.03654 -1.86292
H 0.89459 -0.30414 -0.60638
H 1.47566 0.71851 2.26726
H -0.11982 1.42427 2.02875
H 2.66268 0.18475 -0.58384
H 0.27403 -0.14085 1.32137
C -1.43492 -1.50212 -1.04059
C -2.17573 -1.51452 0.39564
O -1.33445 -1.66250 1.26773
O -3.33637 -1.22650 0.32511
H -1.10730 -0.46620 -1.20748
H -2.25559 -1.57288 -1.77027
H -0.77570 -2.31351 -1.28851
*
```

=====

No. 3
Computed, not measured: C47H48BiBr2N8OP3 as an isolated structure in a non-equilibrium geometry, with wB97M-V/def2-TZVPD.

Results
HOMO-LUMO gap, eV: 6.972
LUMO, eV: -5.39
Energy, Eh: -8719.32840
Energy relative to the best compared isomer or geometry (same formula, charge and spin), eV: 0.0000

ORCA input file:
```
! wB97M-V def2-TZVPD RIJCOSX def2/J DEFGRID3
* xyz 2 1
Bi 11.62342 15.59072 14.41582
Br 13.45910 22.46632 14.04338
C 12.95909 20.66014 14.18150
C 13.90864 19.66337 14.27402
C 13.48034 18.35903 14.37924
N 12.18519 18.01591 14.38293
C 11.25890 18.98530 14.31160
C 11.60930 20.31420 14.21287
C 9.82903 18.56584 14.41713
C 8.79738 19.39882 14.02350
C 7.49356 18.98418 14.24470
Br 6.05697 20.10127 13.74396
C 7.27340 17.75474 14.85503
C 8.36385 16.97328 15.17560
N 9.62613 17.35479 14.95336
H 14.96386 19.88045 14.29162
H 14.18504 17.54777 14.49086
H 10.84971 21.08574 14.18289
H 8.99686 20.35834 13.56404
H 6.27562 17.40828 15.07955
H 8.21322 16.00448 15.61904
N 13.17306 13.52769 16.36365
P 12.48661 14.93315 16.97629
C 11.94553 14.38568 18.61255
C 11.78227 15.31281 19.64197
C 11.33975 14.89834 20.89103
C 11.05312 13.55908 21.11547
C 11.23530 12.62523 20.10481
C 11.68791 13.03412 18.85451
C 13.70834 16.19914 17.39300
C 13.27176 17.51191 17.37973
C 14.11903 18.54596 17.75824
C 15.41447 18.25736 18.15853
C 15.85499 16.93449 18.19659
C 14.99710 15.90390 17.82931
P 12.91489 13.01219 14.75488
C 13.10622 11.22940 14.99046
C 12.13131 10.30866 14.63944
C 12.31193 8.96195 14.92371
C 13.46205 8.53458 15.57270
C 14.45358 9.44885 15.91670
C 14.27948 10.78871 15.61698
C 14.46314 13.43047 13.87207
C 14.82652 12.58836 12.71761
C 16.06713 12.55346 12.22749
C 17.18785 13.17660 12.93985
C 16.99422 13.78551 14.11249
C 15.65351 14.07910 14.63552
H 13.89698 13.05152 16.89609
H 12.02842 16.35466 19.48747
H 11.22015 15.61485 21.69549
H 10.70422 13.24384 22.08752
H 11.03867 11.57788 20.28424
H 11.85678 12.29820 18.08881
H 12.26611 17.75918 17.06068
H 13.76800 19.56845 17.74801
H 16.08696 19.04806 18.44675
H 16.86209 16.71740 18.51169
H 15.35548 14.88559 17.89383
H 11.21999 10.62621 14.14087
H 11.56296 8.24175 14.63675
H 13.59164 7.48879 15.80697
H 15.35740 9.10595 16.39396
H 15.08123 11.48030 15.85032
H 14.07048 11.96176 12.26066
H 16.29678 11.94761 11.36940
H 18.18752 13.01816 12.56697
H 17.84106 14.08554 14.70188
H 15.54736 14.19312 15.70921
N 10.09858 12.52608 16.08644
C 9.26881 12.86244 15.04738
C 8.21740 12.00918 14.67468
C 7.42539 12.36550 13.61857
C 7.68072 13.56315 12.93623
C 8.72991 14.32388 13.35480
N 9.53047 13.99390 14.39281
H 9.81526 11.76404 16.68906
H 10.55647 13.27450 16.58559
H 8.04716 11.10127 15.22019
H 6.60357 11.73779 13.30866
H 7.07722 13.87912 12.10309
H 8.95080 15.25985 12.85405
C 15.15263 15.70267 12.65682
C 14.69726 14.92502 13.85588
O 13.77248 15.60998 14.64340
H 15.99619 16.34547 12.90739
H 14.34111 16.33533 12.29188
H 15.49174 15.07428 11.83442
C 11.02518 16.68000 8.44875
N 10.31798 15.50932 8.94706
C 11.07927 14.32150 8.59995
N 12.43988 14.34729 9.11649
C 13.10508 15.55091 8.63348
N 12.38216 16.77332 8.95853
C 12.41481 17.05874 10.38300
P 11.62537 15.69588 11.41418
C 10.05584 15.59227 10.37383
C 12.48134 14.24908 10.56868
H 10.46702 17.58415 8.70816
H 11.05940 16.62184 7.36229
H 11.13603 14.24772 7.50764
H 10.56893 13.42684 8.97687
H 13.18662 15.48426 7.54531
H 14.11556 15.60905 9.04776
H 11.87629 17.99648 10.57098
H 13.45000 17.21716 10.69130
H 9.41886 16.46233 10.58312
H 9.50011 14.70462 10.68634
H 11.99620 13.32406 10.88619
H 13.51903 14.17740 10.90290
*
```

=====

No. 4
Computed, not measured: a 3-piece molecular cluster, C10H24BClN2O8PS3 overall, with wB97M-V/def2-TZVPD.

Results
HOMO-LUMO gap, eV: 6.224
LUMO, eV: 2.14
Energy, Eh: -3127.86747
Energy relative to the best compared isomer or geometry (same formula, charge and spin), eV: 0.1173

ORCA input file:
```
! wB97M-V def2-TZVPD RIJCOSX def2/J DEFGRID3
* xyz -1 1
O -5.16127 -3.89199 1.16691
P -4.56105 -5.11574 0.21079
Cl -2.95799 -5.91089 1.41640
B -3.61027 -4.17308 -1.20259
C -3.62761 -2.52346 -1.05903
C -2.22242 -1.90303 -1.12534
S -2.09934 -0.45490 0.01436
C -0.79377 -0.81558 1.09296
N 0.43373 -1.17299 0.87960
N 1.01872 -1.34511 2.13329
C 0.10715 -1.04708 2.99087
O -1.06624 -0.70303 2.42586
H -5.77734 -4.25628 1.80514
H -2.46177 -4.56623 -1.18942
H -4.16590 -4.52209 -2.22941
H -4.06529 -2.22631 -0.10543
H -4.22922 -2.04453 -1.83068
H -2.08133 -1.46668 -2.10800
H -1.43178 -2.61199 -0.91674
H 0.18928 -1.07500 4.05990
O 0.85077 4.53594 1.83377
S 0.70856 3.66015 2.95786
O -0.39695 3.82098 3.85125
O 2.06306 3.70363 3.80055
C 2.55862 4.99581 4.19626
C 1.79106 5.58414 5.36383
C 0.81739 1.98382 2.44719
H 2.55425 5.66725 3.33603
H 3.59719 4.82702 4.47490
H 0.76838 5.82982 5.08241
H 2.28065 6.49594 5.70811
H 1.74397 4.87256 6.18795
H 1.68597 1.86886 1.80496
H -0.09358 1.75403 1.89988
H 0.90334 1.36209 3.32918
O 3.16972 -1.15039 -2.75265
S 1.81186 -0.79006 -3.03440
O 0.80861 -1.80071 -3.13341
O 1.80040 0.07804 -4.37925
C 2.44925 -0.48591 -5.53181
C 1.62212 -1.56954 -6.19603
C 1.27882 0.47519 -1.94341
H 3.43774 -0.85404 -5.25093
H 2.59251 0.35028 -6.21461
H 1.53025 -2.44589 -5.55673
H 2.09224 -1.87502 -7.13197
H 0.61530 -1.20842 -6.40455
H 2.03710 1.25375 -1.91809
H 1.15770 0.02244 -0.95895
H 0.32742 0.86423 -2.29679
*
```

=====

No. 5
Computed, not measured: a 2-piece molecular cluster, C6H6N2O overall in a non-equilibrium geometry, with wB97M-V/def2-TZVPD.

Results
HOMO-LUMO gap (spin up / spin down), eV: 8.806 / 8.806
LUMO (spin up / spin down), eV: -0.21 / -0.21
Energy, Eh: -416.84737
Energy relative to the best compared isomer or geometry (same formula, charge and spin), eV: 3.4369

ORCA input file:
```
! wB97M-V def2-TZVPD RIJCOSX def2/J DEFGRID3
* xyz 0 1
C 2.32815 -0.93740 0.23506
C -0.58558 -0.38151 1.17365
C -0.99919 -1.37986 0.24164
C 0.31627 0.54502 0.84092
C -0.47885 -1.30838 -0.99556
C 0.82620 0.48856 -0.48926
N 2.90656 -1.61444 1.01120
N 1.28571 1.66443 -1.04689
O 0.16597 -0.19035 -1.53919
H -1.07149 -0.60886 2.06612
H -1.51634 -2.18180 0.60049
H 0.89829 1.15722 1.49282
H -0.71744 -2.05580 -1.82195
H 1.26726 1.53821 -2.08470
H 2.07682 2.23360 -0.72711
*
```

=====

- Look up the energy relative to the best compared isomer or geometry (same formula, charge and spin) of the fourth one.
  0.1173 eV